Record 1
Computed, not measured: a 2-piece molecular cluster, C3H9NOP overall, with wB97M-V/def2-TZVPD.

The value obtained for the HOMO-LUMO gap is 9.03 eV. The value obtained for the largest force on an atom is 0.101 hartree/bohr. The charge is +1. The LUMO energy is -4.439 eV. For the energy above the lowest of the compared OMol25 structures with the same formula, charge and spin, the calculation gives 50.2 kcal per mole. For the HOMO energy, the calculation gives -13.47 eV.

Last columns: bonded neighbours and bond lengths (Å).
Element x y z (Å)
1 C -1.72180 -0.71639 0.39352  N4 1.429, H7 1.073, H8 1.085, H9 1.110
2 C 0.05600 0.88916 -0.36044  N4 1.493, H10 1.021, H11 1.151
3 C 1.52621 0.16208 0.90703  P6 1.847, H12 1.061, H13 1.123
4 N -0.89767 -0.21884 -0.66277  C1 1.429, C2 1.493, H14 1.044, H15 1.062
5 O 2.65675 0.54048 -1.42796  P6 1.475
6 P 2.98274 -0.17259 -0.17871  C3 1.847, O5 1.475
7 H -2.44205 -0.04094 0.81366  C1 1.073
8 H -2.25965 -1.61295 0.10433  C1 1.085
9 H -1.04097 -1.24827 1.09029  C1 1.110
10 H -0.49368 1.57285 0.16241  C2 1.021
11 H 0.73457 1.37378 -1.15430  C2 1.151
12 H 0.97174 -0.65395 1.29656  C3 1.061
13 H 1.74450 0.95528 1.67106  C3 1.123
14 H -0.36481 -0.96626 -1.15910  N4 1.044
15 H -1.45189 0.13656 -1.49557  N4 1.062

---

Record 2
Computed, not measured: a 2-piece molecular cluster, C3H9NOS overall, with wB97M-V/def2-TZVPD.

The value obtained for the HOMO-LUMO gap is 9.35 eV. The value obtained for the largest force on an atom is 0.036 hartree/bohr. Its SMILES is NC=O.CSC. The LUMO energy is 0.776 eV. For the energy above the lowest of the compared OMol25 structures with the same formula, charge and spin, the calculation gives 18.7 kcal per mole. For the HOMO energy, the calculation gives -8.58 eV.

Last columns: bonded neighbours and bond lengths (Å).
Element x y z (Å)
1 C 0.91040 1.19158 0.05588  S2 1.860, H4 1.084, H5 1.085, H6 1.084
2 S 1.88602 -0.06215 -0.91207  C1 1.860, C3 1.811
3 C 1.22435 0.30172 -2.55766  S2 1.811, H7 1.083, H8 1.064, H9 1.092
4 H -0.13178 0.89638 0.09503  C1 1.084
5 H 1.44400 1.06646 0.99272  C1 1.085
6 H 0.99587 2.14638 -0.45068  C1 1.084
7 H 1.87456 0.90971 -3.17403  C3 1.083
8 H 0.23804 0.68880 -2.46262  C3 1.064
9 H 1.04157 -0.65561 -3.05048  C3 1.092
10 C -2.00644 -0.84000 1.44031  N11 1.356, O12 1.214, H13 1.098
11 N -1.14297 -1.38112 2.33550  C10 1.356, H14 1.006, H15 1.008
12 O -2.69414 0.11036 1.75254  C10 1.214
13 H -2.04337 -1.22507 0.41284  C10 1.098
14 H -0.73888 -2.30070 2.38152  N11 1.006
15 H -0.85723 -0.84674 3.14120  N11 1.008

---

Record 3
Computed, not measured: C3H9NOS in the gas phase, with wB97M-V/def2-TZVPD.

The value obtained for the HOMO-LUMO gap is 8.89 eV. The value obtained for the largest force on an atom is 0.102 hartree/bohr. Its SMILES is CN=S(C)(C)=O. The LUMO energy is 0.610 eV. For the energy above the lowest of the compared OMol25 structures with the same formula, charge and spin, the calculation gives 94.8 kcal per mole. For the HOMO energy, the calculation gives -8.28 eV.

Last columns: bonded neighbours and bond lengths (Å).
Element x y z (Å)
1 C 2.26198 -0.09291 -0.13895  N4 1.408, H7 1.145, H8 1.175, H9 1.163
2 C -1.21183 -0.02187 1.48994  S6 1.877, H10 1.030, H11 1.049, H12 1.147
3 C -1.32680 0.48253 -1.30228  S6 1.871, H13 1.083, H14 1.052, H15 1.051
4 N 1.15894 0.44846 0.54762  C1 1.408, S6 1.665
5 O -0.03125 -1.75265 -0.29946  S6 1.460
6 S -0.18873 -0.32195 -0.05430  C2 1.877, C3 1.871, N4 1.665, O5 1.460
7 H 1.96335 -0.04667 -1.24360  C1 1.145
8 H 2.60729 -1.19614 0.06985  C1 1.175
9 H 3.18939 0.57255 0.08428  C1 1.163
10 H -1.95208 0.65476 1.25388  C2 1.030
11 H -1.67548 -0.88434 1.86547  C2 1.049
12 H -0.47712 0.45820 2.22803  C2 1.147
13 H -0.65440 0.48550 -2.15129  C3 1.083
14 H -2.11277 -0.18550 -1.50880  C3 1.052
15 H -1.55050 1.40005 -0.84040  C3 1.051

---

Record 4
Computed, not measured: a 2-piece molecular cluster, C3H9NOS overall, with wB97M-V/def2-TZVPD.

The value obtained for the HOMO-LUMO gap is 9.86 eV. The value obtained for the largest force on an atom is 0.084 hartree/bohr. Its SMILES is CNSO.C=C. The LUMO energy is 0.980 eV. For the energy above the lowest of the compared OMol25 structures with the same formula, charge and spin, the calculation gives 77.5 kcal per mole. For the HOMO energy, the calculation gives -8.88 eV.

Last columns: bonded neighbours and bond lengths (Å).
Element x y z (Å)
1 C -2.00239 1.14412 0.96151  C3 1.299, H8 1.028, H9 1.098
2 C 2.73838 0.64126 0.88781  N4 1.450, H10 1.100, H11 1.117, H12 1.084
3 C -2.53396 0.06219 0.47804  C1 1.299, H13 1.156, H14 1.082
4 N 1.29753 0.48469 0.93431  C2 1.450, S6 1.681, H15 1.083
5 O 0.03090 1.26325 -1.27781  S6 1.698, H7 0.903
6 S 0.55703 -0.12208 -0.44790  N4 1.681, O5 1.698
7 H -0.85331 1.32190 -1.10176  O5 0.903
8 H -0.98428 1.22349 1.07890  C1 1.028
9 H -2.54703 2.09206 1.06564  C1 1.098
10 H 3.15841 -0.22153 1.42648  C2 1.100
11 H 2.83844 0.57648 -0.22324  C2 1.117
12 H 2.97315 1.65160 1.20305  C2 1.084
13 H -1.81410 -0.69231 -0.02094  C3 1.156
14 H -3.57307 -0.23486 0.41966  C3 1.082
15 H 0.83666 0.64879 1.90073  N4 1.083

---

Record 5
Computed, not measured: a 2-piece molecular cluster, C3H9NOS overall, with wB97M-V/def2-TZVPD.

The value obtained for the HOMO-LUMO gap is 9.64 eV. The value obtained for the largest force on an atom is 0.033 hartree/bohr. Its SMILES is NC=O.CCS. The LUMO energy is 0.678 eV. For the energy above the lowest of the compared OMol25 structures with the same formula, charge and spin, the calculation gives 15.7 kcal per mole. For the HOMO energy, the calculation gives -8.97 eV.

Last columns: bonded neighbours and bond lengths (Å).
Element x y z (Å)
1 C -0.37405 -0.16040 2.22373  C2 1.522, H4 1.087, H5 1.094, H6 1.083
2 C 0.88542 -0.55937 1.46800  C1 1.522, S3 1.848, H7 1.087, H8 1.093
3 S 1.77644 0.94281 0.86500  C2 1.848, H9 1.337
4 H -0.63461 0.85252 1.92684  C1 1.087
5 H -1.19762 -0.79996 1.89336  C1 1.094
6 H -0.31320 -0.34270 3.28977  C1 1.083
7 H 0.79468 -1.21044 0.60270  C2 1.087
8 H 1.66215 -1.05876 2.05250  C2 1.093
9 H 2.46201 0.25292 -0.05278  S3 1.337
10 C -1.40254 -0.48904 -2.27454  N11 1.345, O12 1.203, H13 1.105
11 N -1.60669 -1.11412 -1.10129  C10 1.345, H14 0.990, H15 1.005
12 O -1.20080 0.68102 -2.46632  C10 1.203
13 H -1.49940 -1.17410 -3.13622  C10 1.105
14 H -1.81875 -2.07495 -0.99184  N11 0.990
15 H -1.41316 -0.58667 -0.26818  N11 1.005

---

Record 6
Computed, not measured: C3H9NOS2 in the gas phase, with wB97M-V/def2-TZVPD.

The value obtained for the HOMO-LUMO gap is 8.53 eV. The value obtained for the largest force on an atom is 0.114 hartree/bohr. Its SMILES is N[C@@H](CO)CSS. The LUMO energy is 0.296 eV. For the energy above the lowest of the compared OMol25 structures with the same formula, charge and spin, the calculation gives 61.4 kcal per mole. For the HOMO energy, the calculation gives -8.24 eV.

Last columns: bonded neighbours and bond lengths (Å).
Element x y z (Å)
1 N 1.51832 -1.17552 0.05179  C2 1.467, H8 0.985, H9 0.996
2 C 0.54336 -0.09980 0.26231  N1 1.467, C3 1.665, C5 1.539, H10 1.049
3 C 0.63111 0.98881 -0.99419  C2 1.665, O4 1.497, H11 1.145, H12 1.061
4 O 1.82589 1.87470 -1.16134  C3 1.497, H13 0.923
5 C -0.89909 -0.49228 -0.10203  C2 1.539, S6 1.907, H14 1.070, H15 1.078
6 S -1.49918 -1.07109 1.61359  C5 1.907, S7 2.132
7 S -3.26422 0.12481 1.59384  S6 2.132, H16 1.374
8 H 1.81707 -1.51784 0.92579  N1 0.985
9 H 2.23093 -0.79640 -0.53153  N1 0.996
10 H 0.63185 0.26220 1.24297  C2 1.049
11 H 0.47183 0.44430 -1.98892  C3 1.145
12 H -0.07678 1.71164 -0.67403  C3 1.061
13 H 2.45948 1.45725 -1.68654  O4 0.923
14 H -1.26863 -1.33366 -0.64933  C5 1.070
15 H -1.35730 0.45147 -0.34902  C5 1.078
16 H -3.76464 -0.82859 2.44666  S7 1.374

---

Record 7
Computed, not measured: a 2-piece molecular cluster, C3H9NS overall, with wB97M-V/def2-TZVPD.

The value obtained for the HOMO-LUMO gap is 9.35 eV. The value obtained for the largest force on an atom is 0.032 hartree/bohr. Its SMILES is C=N.CSC. The LUMO energy is 0.925 eV. For the energy above the lowest of the compared OMol25 structures with the same formula, charge and spin, the calculation gives 34.6 kcal per mole. For the HOMO energy, the calculation gives -8.42 eV.

Last columns: bonded neighbours and bond lengths (Å).
Element x y z (Å)
1 C 0.95050 1.14174 -2.45045  N2 1.261, H3 1.091, H4 1.087
2 N 0.70775 0.07713 -3.08213  C1 1.261, H5 1.022
3 H 1.94308 1.40681 -2.08195  C1 1.091
4 H 0.11082 1.68667 -2.02657  C1 1.087
5 H 1.56000 -0.30784 -3.49528  N2 1.022
6 C -1.37539 -1.28147 0.71767  S7 1.816, H9 1.088, H10 1.089, H11 1.085
7 S -1.47453 0.27284 1.65219  C6 1.816, C8 1.818
8 C 0.23360 0.41986 2.25820  S7 1.818, H12 1.084, H13 1.081, H14 1.090
9 H -1.59432 -1.02404 -0.31625  C6 1.088
10 H -2.22793 -1.87095 1.05084  C6 1.089
11 H -0.54856 -1.98450 0.70139  C6 1.085
12 H 0.20373 1.29250 2.90095  C8 1.084
13 H 0.62524 -0.45240 2.76223  C8 1.081
14 H 0.88602 0.62366 1.40916  C8 1.090

---

Record 8
Computed, not measured: a 2-piece molecular cluster, C3H9NS overall, with wB97M-V/def2-TZVPD.

The value obtained for the HOMO-LUMO gap is 9.37 eV. The value obtained for the largest force on an atom is 0.051 hartree/bohr. Its SMILES is C=N.CSC. The LUMO energy is 0.860 eV. For the energy above the lowest of the compared OMol25 structures with the same formula, charge and spin, the calculation gives 45.8 kcal per mole. For the HOMO energy, the calculation gives -8.51 eV.

Last columns: bonded neighbours and bond lengths (Å).
Element x y z (Å)
1 C 0.99535 2.46014 -0.61502  N2 1.248, H3 1.106, H4 1.106
2 N -0.11104 3.02833 -0.51264  C1 1.248, H5 1.015
3 H 1.32368 1.94501 -1.53695  C1 1.106
4 H 1.70841 2.02897 0.11178  C1 1.106
5 H -0.63369 3.00048 0.35709  N2 1.015
6 C -1.25188 -0.39788 0.47326  S7 1.756, H9 1.089, H10 1.098, H11 1.098
7 S -0.51583 -1.72246 1.36094  C6 1.756, C8 1.822
8 C 0.54725 -2.47534 0.08653  S7 1.822, H12 1.081, H13 1.113, H14 1.088
9 H -0.61650 0.03793 -0.29686  C6 1.089
10 H -2.23721 -0.67032 0.07285  C6 1.098
11 H -1.46718 0.49713 1.07161  C6 1.098
12 H 1.02686 -3.36093 0.47857  C8 1.081
13 H 1.33776 -1.78127 -0.27549  C8 1.113
14 H -0.10599 -2.58979 -0.77567  C8 1.088

---

Record 9
Computed, not measured: a 2-piece molecular cluster, C3H9NS overall, with wB97M-V/def2-TZVPD.

The value obtained for the HOMO-LUMO gap is 9.30 eV. The value obtained for the largest force on an atom is 0.113 hartree/bohr. The LUMO energy is 0.653 eV. For the energy above the lowest of the compared OMol25 structures with the same formula, charge and spin, the calculation gives 140.5 kcal per mole. For the HOMO energy, the calculation gives -8.64 eV.

Last columns: bonded neighbours and bond lengths (Å).
Element x y z (Å)
1 C -0.83831 -2.01230 1.27446  H4 1.075, H5 1.146, H6 1.162, S14 2.007
2 C 0.70109 0.08588 0.17484  C3 1.500, H7 1.224, H8 1.303, S14 1.749
3 C 0.70187 1.15229 -0.88030  C2 1.500, H9 1.257, H10 1.092, N13 1.402
4 H 0.18358 -2.34487 1.26595  C1 1.075
5 H -1.29114 -1.33258 2.07861  C1 1.146
6 H -1.73590 -2.74910 1.32160  C1 1.162
7 H 0.33997 0.19339 1.33930  C2 1.224
8 H 1.99348 -0.08223 0.19265  C2 1.303
9 H 1.41510 2.17792 -0.74491  C3 1.257
10 H 1.22210 0.55244 -1.63014  C3 1.092
11 H -0.69475 3.06843 -1.08818  no bonds
12 H -1.33181 0.83906 -1.35638  N13 1.243
13 N -0.44464 1.70177 -1.47139  C3 1.402, H12 1.243
14 S -0.22065 -1.25010 -0.47612  C1 2.007, C2 1.749

---

Record 10
Computed, not measured: a 2-piece molecular cluster, C3H9NS overall, with wB97M-V/def2-TZVPD.

The value obtained for the HOMO-LUMO gap is 9.51 eV. The value obtained for the largest force on an atom is 0.029 hartree/bohr. Its SMILES is C/C=C/N.S. The LUMO energy is 0.907 eV. For the energy above the lowest of the compared OMol25 structures with the same formula, charge and spin, the calculation gives 23.1 kcal per mole. For the HOMO energy, the calculation gives -8.60 eV.

Last columns: bonded neighbours and bond lengths (Å).
Element x y z (Å)
1 C 1.88024 -1.08127 -0.36391  C2 1.488, H5 1.087, H6 1.091, H7 1.092
2 C 0.95662 -0.26436 0.46902  C1 1.488, C3 1.338, H8 1.088
3 C -0.36752 -0.44604 0.41403  C2 1.338, N4 1.427, H9 1.081
4 N -1.26156 0.47951 1.03019  C3 1.427, H10 1.012, H12 1.014
5 H 1.33181 -1.90221 -0.81923  C1 1.087
6 H 2.34959 -0.47517 -1.14014  C1 1.091
7 H 2.67925 -1.57816 0.18946  C1 1.092
8 H 1.37519 0.54737 1.05955  C2 1.088
9 H -0.78003 -1.28704 -0.12515  C3 1.081
10 H -0.80934 1.03119 1.74814  N4 1.012
11 H -1.82102 1.28861 -0.21773  S13 1.438
12 H -2.08235 0.03894 1.43093  N4 1.014
13 S -2.23047 1.95551 -1.42375  H11 1.438, H14 1.332
14 H -1.22042 1.69313 -2.25141  S13 1.332